[1]
57
Properties=species:S:1:pos:R:3:lowdin_spin:R:1 method="wB97M-V/def2-TZVPD" s_squared=0.787 e_tot_ev=-90778.733 lumo_energy_ev="-1.15 / -0.82" multiplicity=2 largest_force_ha_per_bohr=0.0029
V -0.3799 -1.0735 0.4669 1.11
O -0.1643 1.5782 -2.9833 0.00
C -0.9986 2.5446 -2.5523 0.00
C -1.1999 3.6298 -3.4071 0.00
C -2.0374 4.6612 -3.0398 0.00
C -2.6958 4.6409 -1.8109 0.00
C -2.5002 3.5749 -0.9612 0.00
C -1.6563 2.5145 -1.3098 0.00
C -1.4673 1.3983 -0.3718 -0.01
O -0.6624 0.4338 -0.7229 -0.01
N -2.0665 1.3856 0.7781 0.00
N -1.6920 0.2376 1.4642 -0.03
C -2.1834 0.1362 2.6442 0.03
C -1.8861 -0.9337 3.5689 0.00
C -2.4531 -0.9392 4.8448 0.01
C -2.1538 -1.9449 5.7420 -0.01
C -1.2768 -2.9609 5.3678 0.01
C -0.7049 -2.9760 4.1087 -0.01
C -1.0112 -1.9621 3.2099 0.00
O -0.4800 -1.9693 1.9828 -0.04
H -0.0935 0.9092 -2.2742 0.00
H -0.6833 3.6312 -4.3576 0.00
H -2.1826 5.4942 -3.7162 0.00
H -3.3539 5.4507 -1.5278 0.00
H -2.9972 3.5290 -0.0020 0.00
H -2.8506 0.9320 2.9649 0.00
H -3.1312 -0.1401 5.1190 0.00
H -2.5969 -1.9441 6.7281 0.00
H -1.0400 -3.7519 6.0673 0.00
H -0.0294 -3.7611 3.7976 0.00
O -0.9446 -3.6849 -0.1374 0.01
N -1.8592 -3.1327 -0.7873 0.00
O -2.6479 -3.7306 -1.4734 0.00
O -1.9365 -1.8470 -0.6904 0.00
Cl 3.8311 -1.6572 0.2547 0.00
C 3.4111 -0.0552 -0.3107 -0.01
C 4.2584 0.5305 -1.2393 0.00
C 3.9584 1.7855 -1.7444 -0.01
C 2.8225 2.4470 -1.2966 0.00
C 2.0010 1.8519 -0.3567 -0.01
C 2.2574 0.5761 0.1587 0.00
C 1.3350 -0.0380 1.1341 -0.06
H 5.1419 -0.0040 -1.5631 0.00
H 4.6121 2.2414 -2.4761 0.00
H 2.5760 3.4286 -1.6799 0.00
H 1.1242 2.3811 -0.0017 0.00
H 0.9054 0.7257 1.7865 0.00
H 1.8318 -0.7931 1.7431 0.00
N 1.3538 -3.7291 -1.6885 0.00
C 1.4035 -2.4192 -1.8284 0.00
O 0.8083 -1.6335 -1.0718 0.00
C 2.1301 -1.7868 -2.9864 0.00
I 3.7834 -2.8716 -3.7593 0.00
H 0.6942 -4.1084 -1.0138 0.00
H 1.8644 -4.3294 -2.3143 0.00
H 2.4942 -0.8133 -2.6754 0.00
H 1.4188 -1.6590 -3.8006 0.00

[2]
32
Properties=species:S:1:pos:R:3:lowdin_charge:R:1 method="wB97M-V/def2-TZVPD" e_tot_ev=-358559.001 lumo_energy_ev=4.02 charge=-2 multiplicity=1 largest_force_ha_per_bohr=0.0089
Pd 0.2591 0.6478 -0.6574 0.71
Br -6.9106 0.6198 -1.5296 0.60
C -5.0921 0.0665 -1.4603 -0.79
C -4.7442 -1.2438 -1.7054 -0.79
Br -6.0757 -2.5389 -2.1184 0.60
C -3.3886 -1.6194 -1.6533 -0.65
Br -2.8514 -3.4178 -1.9599 0.67
C -2.3517 -0.7179 -1.3820 -0.47
O -1.1210 -1.0483 -1.3273 -0.19
C -2.7221 0.6763 -1.1319 -0.47
O -1.7993 1.5285 -0.8905 -0.19
C -4.0811 1.0021 -1.1663 -0.65
Br -4.4989 2.8228 -0.8039 0.66
C 3.6634 0.5353 2.2058 -0.39
S 3.1191 -0.9137 1.2639 0.79
C 3.9693 -0.5693 -0.2306 -1.02
C 3.6487 0.3941 -1.1254 -1.13
S 2.3583 1.5431 -1.2080 0.50
S 4.8196 0.5467 -2.4344 0.87
C 5.9443 -0.6651 -1.9540 -1.54
S 7.3323 -1.0325 -2.7898 0.41
S 5.4560 -1.4515 -0.5122 0.87
H 3.2189 0.4665 3.1962 0.03
H 3.2822 1.4293 1.7184 0.02
H 4.7506 0.5435 2.2749 0.03
C -1.3887 0.0329 2.8978 -0.07
O -1.0115 0.0275 1.5246 -0.10
C 0.0409 0.8115 1.2134 -0.58
O 0.6514 1.4425 2.0366 0.01
H -2.2490 -0.6277 2.9673 0.09
H -1.6553 1.0412 3.2171 0.09
H -0.5730 -0.3321 3.5249 0.08

[3]
39
Properties=species:S:1:pos:R:3:lowdin_charge:R:1 method="wB97M-V/def2-TZVPD" e_tot_ev=-71549.014 lumo_energy_ev="-13.54 / -13.54" charge=+3 multiplicity=1 largest_force_ha_per_bohr=0.0486
Sn 0.4264 0.6187 -0.8761 1.59
F 0.0093 4.9720 -4.2190 0.23
C -0.7507 4.0534 -3.7051 -0.68
F -1.5640 4.5349 -2.7948 0.20
F -1.4014 3.3797 -4.6164 0.22
S 0.3355 2.7889 -2.7905 0.68
O -0.3175 1.4555 -2.9205 -0.44
O 0.4025 3.0417 -1.3332 -0.41
N 1.7359 2.8560 -3.4311 -0.27
S 2.8370 1.8248 -2.9785 0.73
O 3.6457 1.2918 -3.9978 -0.15
O 2.2092 0.8075 -2.0481 -0.54
C 3.9002 2.8021 -1.7496 -0.66
F 3.7685 4.0866 -1.9558 0.20
F 3.4286 2.5108 -0.5252 0.12
F 5.1380 2.4082 -1.8496 0.22
C 0.7883 1.3155 6.3758 0.10
C 0.5311 1.9595 5.1511 0.01
C -0.0066 1.2678 4.1088 0.06
C -0.2859 -0.1296 4.2780 -0.15
C -0.0406 -0.7856 5.5348 0.08
C 0.4798 -0.0463 6.5517 0.02
N -0.7649 -0.8197 3.2547 0.29
N -1.1999 -1.7067 2.6964 0.36
C -1.4962 -2.3336 1.4810 -0.24
C -2.1667 -3.5505 1.5203 0.08
C -2.4728 -4.1628 0.3135 0.03
C -2.0957 -3.5382 -0.8540 0.07
C -1.4104 -2.3107 -0.7696 -0.10
N -1.0978 -1.6996 0.3572 0.04
H 1.2257 1.8761 7.1936 0.15
H 0.7604 3.0109 5.0387 0.15
H -0.2251 1.7426 3.1622 0.14
H -0.2864 -1.8348 5.6457 0.15
H 0.6571 -0.5205 7.5092 0.15
H -2.4308 -4.0035 2.4687 0.15
H -3.0003 -5.1076 0.2964 0.15
H -2.3159 -3.9738 -1.8200 0.15
H -1.1038 -1.7967 -1.6758 0.11

[4]
42
Properties=species:S:1:pos:R:3:lowdin_charge:R:1 method="wB97M-V/def2-TZVPD" e_tot_ev=-52429.457 lumo_energy_ev=0.00 multiplicity=1 largest_force_ha_per_bohr=0.0653 smiles=Nc1c(OCCCO)cccc1OCc1cc(-c2ccc(Cl)s2)on1
N 1.8792 -0.1681 1.6475 0.12
C 2.0568 -0.3073 0.2715 -0.20
C 3.2022 -0.9512 -0.1558 -0.24
O 4.2178 -1.2521 0.7174 -0.05
C 4.7357 -2.5905 0.7171 -0.17
C 4.0007 -3.5343 1.6812 -0.16
C 2.5935 -3.9133 1.2892 -0.26
O 1.6279 -2.9169 1.5731 -0.08
C 3.3894 -1.1765 -1.5563 0.00
C 2.4074 -0.7463 -2.4675 -0.07
C 1.2832 -0.0237 -2.0061 0.00
C 1.0670 0.1542 -0.6324 -0.24
O -0.0730 0.8126 -0.3101 -0.04
C -1.0027 -0.0239 0.4296 -0.08
C -2.2909 0.7614 0.6307 -0.22
C -2.8853 1.7127 -0.3216 0.05
C -4.0333 2.1851 0.2571 -0.27
C -4.9825 3.1748 -0.2671 -0.44
C -4.9479 3.7572 -1.5078 -0.11
C -6.0420 4.6845 -1.7909 -0.18
C -6.8999 4.7744 -0.7186 -0.97
Cl -8.3233 5.8258 -0.7705 0.59
S -6.4211 3.7283 0.6025 1.04
O -4.1754 1.5836 1.4789 -0.02
N -3.0740 0.6679 1.6724 0.14
H 2.7276 -0.2621 2.1958 0.11
H 1.3217 0.6126 1.9245 0.10
H 5.7803 -2.5873 1.0577 0.13
H 4.6708 -3.0205 -0.2879 0.11
H 3.9951 -3.1185 2.7122 0.13
H 4.5654 -4.4393 1.7601 0.10
H 2.2900 -4.8523 1.7457 0.12
H 2.6165 -4.1095 0.2141 0.11
H 1.9234 -2.0069 1.3307 0.03
H 4.3033 -1.6609 -1.9600 0.12
H 2.5840 -0.8753 -3.5001 0.08
H 0.5789 0.3796 -2.7291 0.12
H -0.6575 -0.3759 1.4012 0.12
H -1.2455 -0.8953 -0.1545 0.14
H -2.4737 2.1160 -1.2311 0.11
H -4.1717 3.5833 -2.2398 0.11
H -6.1177 5.2938 -2.7025 0.11

[5]
17
Properties=species:S:1:pos:R:3:lowdin_charge:R:1 method="wB97M-V/def2-TZVPD" e_tot_ev=-7861.424 lumo_energy_ev=0.98 multiplicity=1 largest_force_ha_per_bohr=0.0782 smiles="C=C(C)N.CO"
C -1.2209 -0.1849 -0.7575 -0.06
C -0.9224 -0.9884 0.3184 -0.47
C -0.1364 -0.4036 1.4191 -0.06
N -0.9190 -2.3578 0.2118 0.10
H -1.5978 0.8051 -0.5386 0.07
H -1.7696 -0.6118 -1.5884 0.06
H 0.9020 -0.2688 0.9749 0.09
H -0.4025 0.6336 1.6071 0.08
H -0.2205 -0.9639 2.3495 0.08
H -0.2191 -2.8811 0.7128 0.09
H -1.2551 -2.7671 -0.6444 0.09
C 1.3641 1.3083 -0.8087 -0.21
O 0.8259 2.3714 -0.0280 -0.16
H 2.3156 0.9604 -0.3906 0.06
H 1.5783 1.6375 -1.8322 0.06
H 0.2526 0.5854 -0.9565 0.10
H 1.4246 3.1257 -0.0487 0.07